[1]
9 unconnected molecules or ions with the total composition C6H30O9 at a distorted geometry. Source: OMol25; level of theory: ωB97M-V/def2-TZVPD.

As for the SMILES: CC(C)O.CC(C)O.O.O.O.O.O.O.O. For the max |F|, the calculation gives 2.218 eV/A. Its charge is 0. The spin multiplicity is 1. As for the energy above the lowest of the compared OMol25 structures with the same formula, charge and spin: 245.9 kJ/mol. For the total energy, the calculation gives -25135.424 eV.

```
45
C6H30O9 | OMol25 | ωB97M-V/def2-TZVPD
C 16.53 9.69 -10.87
C 16.83 8.27 -10.20
C 16.91 8.24 -8.64
O 15.83 7.34 -10.63
H 16.65 9.63 -11.95
H 17.23 10.40 -10.43
H 15.53 10.00 -10.56
H 17.80 7.97 -10.61
H 17.41 7.30 -8.41
H 15.91 8.30 -8.21
H 17.47 9.08 -8.25
H 16.11 7.09 -11.52
C 21.44 7.72 -7.65
C 22.14 8.37 -8.89
C 21.07 8.99 -9.84
O 23.02 9.43 -8.47
H 22.00 7.02 -7.02
H 20.51 7.23 -7.93
H 21.20 8.47 -6.90
H 22.67 7.58 -9.41
H 20.21 8.33 -9.90
H 21.44 9.13 -10.85
H 20.61 9.90 -9.45
H 22.63 9.79 -7.67
O 24.52 5.05 -11.38
H 23.94 5.81 -11.40
H 25.16 5.22 -12.07
O 25.33 8.06 -7.91
H 24.49 8.51 -7.95
H 25.13 7.16 -8.16
O 19.72 9.52 -4.69
H 20.55 9.05 -4.58
H 19.92 10.21 -5.31
O 23.59 11.29 -5.33
H 23.06 12.02 -5.66
H 23.90 11.60 -4.47
O 20.35 11.42 -7.03
H 21.22 11.80 -6.93
H 20.07 11.69 -7.90
O 23.88 10.40 -11.88
H 23.02 10.33 -11.46
H 24.05 9.54 -12.24
O 22.26 7.96 -4.35
H 22.59 7.08 -4.52
H 23.02 8.53 -4.49
```

=====

[2]
10 unconnected molecules or ions with the total composition C6H31NO10 at a distorted geometry. Source: OMol25; level of theory: ωB97M-V/def2-TZVPD.

As for the SMILES: CCCC(=O)NCC.O.O.O.O.O.O.O.O.O. For the max |F|, the calculation gives 7.429 eV/A. Its charge is 0. The spin multiplicity is 1. As for the energy above the lowest of the compared OMol25 structures with the same formula, charge and spin: 399.1 kJ/mol. For the total energy, the calculation gives -28687.474 eV.

```
48
C6H31NO10 | OMol25 | ωB97M-V/def2-TZVPD
C 0.80 3.50 1.97
C 0.82 3.08 0.57
C 1.18 1.56 0.13
C 0.44 0.43 0.70
O -0.01 0.33 1.86
N 0.17 -0.62 -0.19
C -0.89 -1.52 -0.03
C -0.75 -2.97 -0.34
H 1.75 3.79 2.33
H 0.46 2.52 2.50
H 0.03 4.21 2.31
H 1.50 3.67 -0.10
H -0.15 2.98 -0.01
H 1.24 1.43 -0.96
H 2.27 1.54 0.57
H 0.79 -0.72 -0.92
H -1.60 -1.15 -0.86
H -1.31 -1.21 0.95
H -1.73 -3.34 -0.61
H -0.26 -3.63 0.33
H -0.09 -3.16 -1.19
O -2.77 -1.01 2.96
H -2.28 -1.82 3.25
H -2.64 -0.28 3.62
O -0.63 -1.08 3.99
H -0.51 -0.35 3.31
H -0.01 -1.59 4.33
O 3.62 -0.61 -1.98
H 2.74 -0.63 -2.46
H 3.86 0.34 -2.31
O -2.11 1.34 -2.56
H -1.43 1.02 -1.92
H -2.81 1.73 -2.01
O -4.37 0.55 -0.36
H -3.78 0.61 0.34
H -4.19 -0.22 -0.88
O 1.53 -0.08 -3.29
H 1.43 0.49 -4.07
H 0.71 -0.44 -2.99
O 0.73 -2.77 2.24
H 1.52 -2.51 1.99
H 0.11 -1.98 2.44
O -0.42 1.37 -4.22
H -0.85 2.25 -4.13
H -1.26 0.87 -4.38
O 3.01 -1.94 0.43
H 3.73 -1.69 -0.20
H 2.37 -2.30 -0.11
```

=====

[3]
11 unconnected molecules or ions with the total composition C6H31NO11 at a distorted geometry. Source: OMol25; level of theory: ωB97M-V/def2-TZVPD.

As for the SMILES: C/C=C/C[C@H](N)C=O.O.O.O.O.O.O.O.O.O.O. For the max |F|, the calculation gives 11.889 eV/A. Its charge is 0. The spin multiplicity is 1. As for the energy above the lowest of the compared OMol25 structures with the same formula, charge and spin: 671.2 kJ/mol. For the total energy, the calculation gives -30732.198 eV.

```
49
C6H31NO11 | OMol25 | ωB97M-V/def2-TZVPD
C 1.05 -0.57 -4.15
C 1.55 -0.80 -2.76
C 1.26 -1.79 -1.89
C 1.32 -1.70 -0.38
C 0.14 -2.57 0.28
N -0.90 -1.71 0.89
C 0.89 -3.30 1.37
O 1.42 -4.33 1.13
H 0.32 0.20 -4.19
H 1.89 -0.15 -4.75
H 0.60 -1.33 -4.72
H 2.23 -0.12 -2.43
H 0.74 -2.76 -2.22
H 2.31 -2.13 -0.08
H 1.12 -0.78 -0.01
H -0.50 -3.28 -0.27
H -0.40 -1.10 1.59
H -1.35 -1.08 0.26
H 1.01 -2.86 2.40
O -1.68 -3.57 -2.40
H -2.56 -3.72 -2.56
H -1.76 -2.62 -2.25
O -0.85 2.77 2.45
H -1.41 1.99 2.14
H -1.34 3.63 2.50
O -2.76 0.17 2.40
H -2.62 -0.17 3.37
H -3.07 -0.66 1.87
O 3.45 -1.08 2.06
H 3.48 -1.40 1.14
H 4.18 -1.01 2.47
O 1.57 2.95 0.38
H 1.26 3.74 0.53
H 1.27 2.35 0.85
O -3.87 0.94 -0.38
H -4.90 0.81 -0.47
H -3.68 0.99 0.55
O -1.23 3.23 0.04
H -0.67 2.32 0.17
H -1.26 3.09 -0.82
O 0.76 0.44 2.02
H 0.48 1.00 2.78
H 1.52 0.00 2.45
O -3.44 3.22 1.32
H -3.16 2.26 1.30
H -3.28 3.59 0.47
O 3.93 2.41 -1.70
H 3.55 1.57 -1.72
H 3.41 2.90 -1.06
```

=====

[4]
8 unconnected molecules or ions with the total composition C6H32BNO8 at a distorted geometry. Source: OMol25; level of theory: ωB97M-V/def2-TZVPD.

For the max |F|, the calculation gives 19.313 eV/A. Its charge is 0. The spin multiplicity is 1. As for the energy above the lowest of the compared OMol25 structures with the same formula, charge and spin: 230.4 kJ/mol. For the total energy, the calculation gives -25277.540 eV.

```
48
C6H32BNO8 | OMol25 | ωB97M-V/def2-TZVPD
C -40.55 -15.28 8.33
O -39.82 -15.76 7.20
C -39.00 -14.69 6.74
C -38.10 -15.43 5.59
N -36.98 -14.58 5.21
H -36.49 -15.17 4.64
H -37.27 -13.71 4.60
C -35.86 -14.27 6.12
C -35.28 -15.39 6.99
O -34.30 -14.88 7.84
C -34.90 -14.54 9.12
H -39.94 -14.83 9.30
H -41.06 -16.10 8.74
H -41.32 -14.56 8.20
H -38.41 -14.34 7.57
H -39.64 -14.06 6.34
H -38.67 -15.45 4.73
H -37.92 -16.46 5.77
H -36.36 -13.58 6.70
H -35.10 -13.85 5.67
H -34.90 -16.20 6.31
H -36.09 -15.98 7.44
H -34.22 -14.36 9.83
H -35.63 -15.40 9.64
H -35.44 -13.67 9.21
B -36.97 -19.08 7.10
H -37.34 -17.99 7.73
H -35.68 -19.08 7.29
H -37.25 -19.94 7.84
H -37.23 -19.04 5.96
O -38.74 -23.17 7.64
H -38.77 -22.42 7.23
H -38.84 -22.81 8.56
O -35.16 -17.81 9.83
H -35.83 -17.36 10.26
H -35.51 -18.13 9.06
O -34.29 -21.58 8.77
H -34.87 -20.86 8.30
H -34.02 -21.04 9.49
O -35.74 -21.90 5.75
H -35.90 -22.79 6.27
H -36.20 -21.22 6.27
O -36.97 -18.89 2.89
H -37.91 -18.92 3.06
H -36.63 -19.63 3.46
O -40.19 -18.22 9.09
H -39.34 -18.18 8.76
H -40.26 -18.91 8.75
```

=====

[5]
10 unconnected molecules or ions with the total composition C6H34N2O9 at a distorted geometry. Source: OMol25; level of theory: ωB97M-V/def2-TZVPD.

As for the SMILES: CCC[C@@H](CN)NC.O.O.O.O.O.O.O.O.O. For the max |F|, the calculation gives 10.011 eV/A. Its charge is 0. The spin multiplicity is 1. As for the energy above the lowest of the compared OMol25 structures with the same formula, charge and spin: 637.1 kJ/mol. For the total energy, the calculation gives -28177.317 eV.

```
51
C6H34N2O9 | OMol25 | ωB97M-V/def2-TZVPD
C 2.38 -0.75 -3.97
C 1.99 -1.70 -2.88
C 1.11 -0.95 -1.92
C 0.95 -1.71 -0.64
C 2.07 -1.02 0.35
N 2.03 -1.35 1.82
N -0.42 -1.70 0.00
C -0.71 -2.78 0.90
H 3.17 0.01 -3.66
H 1.49 -0.21 -4.52
H 2.89 -1.32 -4.79
H 1.59 -2.70 -3.28
H 2.91 -1.96 -2.49
H 0.06 -0.59 -2.33
H 1.42 0.08 -1.99
H 1.22 -2.74 -0.90
H 1.91 0.01 0.46
H 3.03 -1.22 -0.03
H 2.45 -2.13 2.10
H 0.97 -1.26 2.00
H -0.37 -0.76 0.47
H -1.17 -2.59 1.82
H 0.26 -3.21 1.20
H -1.23 -3.55 0.36
O -0.17 1.83 -0.77
H -0.75 1.12 -0.55
H -0.46 2.48 -0.31
O -4.40 1.75 -0.86
H -4.36 2.20 -1.72
H -5.23 1.94 -0.49
O -3.97 -2.41 -2.15
H -3.50 -1.58 -1.94
H -4.14 -1.94 -2.97
O -0.18 0.21 2.96
H 0.79 0.36 2.92
H -0.77 0.99 3.05
O -2.88 0.99 -3.03
H -2.13 1.42 -3.35
H -2.62 0.61 -2.18
O 3.92 0.43 3.28
H 4.67 0.67 2.94
H 3.37 -0.23 2.70
O 1.97 2.34 3.35
H 2.33 1.44 3.26
H 2.30 2.72 4.08
O -3.03 2.01 1.62
H -3.24 2.07 0.61
H -3.21 2.85 1.90
O -1.68 4.03 2.82
H -0.75 4.14 2.96
H -1.86 3.69 3.77
```

=====

[6]
12 unconnected molecules or ions with the total composition C6H34NO11 at a distorted geometry. Source: OMol25; level of theory: ωB97M-V/def2-TZVPD.

For the max |F|, the calculation gives 10.836 eV/A. Its charge is +1. The spin multiplicity is 1. As for the energy above the lowest of the compared OMol25 structures with the same formula, charge and spin: 681.5 kJ/mol. For the total energy, the calculation gives -30776.006 eV.

```
52
C6H34NO11 | OMol25 | ωB97M-V/def2-TZVPD
C 1.31 -1.43 3.31
C 0.43 -0.11 2.97
C 0.40 0.14 1.54
C -0.02 -1.06 0.70
C -1.24 -1.55 0.75
C 1.46 -2.85 -0.09
N 0.84 -1.71 -0.29
H 0.51 -2.14 3.60
H 2.06 -1.64 2.48
H 1.95 -1.27 4.21
H -0.54 -0.02 3.51
H 0.92 0.80 3.52
H -0.39 0.94 1.41
H 1.28 0.52 1.25
H -1.43 -2.49 0.27
H -2.13 -1.12 1.15
H 2.25 -3.26 -0.86
H 1.20 -3.36 0.86
H 0.85 -1.22 -1.21
H -0.32 -0.03 -4.46
H -1.27 0.58 -3.27
O -0.31 0.16 -3.54
H -0.85 3.82 1.30
H -1.80 2.60 1.94
O -1.29 2.98 1.10
H -3.92 1.55 2.85
H -2.53 1.04 2.63
O -2.95 1.88 2.74
H 0.98 2.06 -1.22
H 2.36 2.73 -0.91
O 1.85 1.97 -0.77
H -3.65 0.42 -2.85
H -2.62 1.23 -1.96
O -2.72 0.37 -2.57
H 0.44 4.76 -1.33
H -0.57 3.61 -1.77
O 0.08 4.24 -2.15
H 3.02 -0.48 -4.15
H 2.51 0.27 -3.03
O 2.70 -0.52 -3.22
H -0.65 -3.51 3.10
H -1.63 -3.87 1.96
O -0.62 -3.63 2.06
H 3.31 -0.62 -0.69
H 4.53 -1.15 0.08
O 3.68 -1.22 -0.04
H -2.74 2.47 -0.13
H -4.14 2.32 -0.65
O -3.21 2.49 -0.95
H 1.63 -1.81 -3.12
H 0.18 -1.68 -3.21
O 0.81 -2.22 -2.83
```

=====

[7]
13 unconnected molecules or ions with the total composition C6H34O12 at a distorted geometry. Source: OMol25; level of theory: ωB97M-V/def2-TZVPD.

For the max |F|, the calculation gives 3.390 eV/A. Its charge is 0. The spin multiplicity is 1. As for the energy above the lowest of the compared OMol25 structures with the same formula, charge and spin: 489.9 kJ/mol. For the total energy, the calculation gives -31340.700 eV.

```
52
C6H34O12 | OMol25 | ωB97M-V/def2-TZVPD
C -0.69 -2.30 0.28
C -0.27 -0.98 0.88
C -1.29 0.12 0.69
C -1.05 1.40 0.94
C -2.06 2.45 0.90
C -2.25 3.12 -0.24
H 0.11 -3.03 0.05
H -1.15 -2.08 -0.70
H -1.48 -2.74 0.90
H 0.75 -0.87 0.42
H -0.16 -1.10 1.97
H -2.12 -0.31 0.12
H -0.22 1.70 1.62
H -2.71 2.64 1.76
H -1.62 2.69 -1.05
H -2.96 3.90 -0.38
H -0.14 -2.30 -4.12
H 0.31 -2.55 -2.54
O -0.38 -2.46 -3.21
H -2.89 -1.80 -3.28
H -2.02 -0.71 -2.63
O -2.92 -0.88 -2.94
H -3.91 -0.02 2.10
H -3.60 -1.08 3.21
O -3.39 -0.80 2.31
H 3.89 0.71 2.15
H 4.76 1.49 1.11
O 4.16 0.75 1.23
H 0.37 1.01 -1.56
H -1.27 1.17 -2.12
O -0.39 0.79 -2.07
H -1.59 1.35 4.23
H -0.26 1.82 3.85
O -0.95 2.02 4.49
H 2.84 -0.53 -4.03
H 1.57 -0.78 -3.13
O 2.51 -0.92 -3.21
H 3.43 1.14 -1.70
H 4.51 0.20 -1.70
O 4.37 1.14 -1.50
H 2.92 -2.97 0.04
H 2.53 -1.47 -0.61
O 2.51 -2.42 -0.63
H 1.53 2.29 2.52
H 1.78 3.57 2.76
O 2.08 2.73 3.18
H 2.90 -2.46 2.68
H 1.92 -3.49 1.98
O 2.83 -3.25 2.15
H -3.37 0.80 -2.91
H -4.03 1.62 -1.75
O -3.44 1.70 -2.51
```

=====

[8]
11 unconnected molecules or ions with the total composition C6H34O14 at a distorted geometry. Source: OMol25; level of theory: ωB97M-V/def2-TZVPD.

As for the SMILES: OCCO.OCCO.OCCO.O.O.O.O.O.O.O.O. For the max |F|, the calculation gives 4.463 eV/A. Its charge is 0. The spin multiplicity is 1. As for the energy above the lowest of the compared OMol25 structures with the same formula, charge and spin: 266.3 kJ/mol. For the total energy, the calculation gives -35436.422 eV.

```
54
C6H34O14 | OMol25 | ωB97M-V/def2-TZVPD
O -0.46 -0.17 -2.78
C 0.42 -0.97 -3.53
C 0.76 -0.23 -4.82
O 1.47 -1.01 -5.69
H -0.64 0.62 -3.30
H 1.26 -1.23 -2.90
H -0.02 -1.88 -3.80
H 1.32 0.71 -4.54
H 0.00 0.24 -5.36
H 1.85 -0.45 -6.35
O 2.45 -0.60 -0.49
C 1.34 -0.35 0.18
C 1.63 -0.15 1.67
O 0.49 0.08 2.47
H 2.81 0.26 -0.68
H 0.95 0.63 -0.21
H 0.64 -1.19 0.09
H 2.28 0.73 1.70
H 2.07 -1.06 2.03
H 0.11 0.92 2.30
O -5.07 0.07 3.52
C -4.09 -0.87 3.81
C -2.74 -0.35 3.32
O -1.75 -1.29 3.69
H -4.97 0.91 4.03
H -3.97 -1.14 4.84
H -4.34 -1.82 3.31
H -2.61 0.68 3.64
H -2.72 -0.39 2.22
H -0.88 -0.88 3.52
O -1.97 0.35 0.00
H -1.70 -0.39 -0.53
H -1.48 1.05 -0.36
O 1.38 -3.13 -1.26
H 1.12 -3.50 -0.44
H 1.70 -2.29 -0.98
O 3.51 2.16 -0.93
H 4.30 2.69 -1.07
H 2.79 2.65 -1.38
O 0.25 -3.54 1.22
H -0.57 -3.25 1.59
H 0.59 -4.10 1.92
O -0.08 2.58 1.76
H -0.80 2.98 2.27
H 0.59 3.27 1.74
O -0.74 2.60 -0.84
H -0.05 2.51 -1.50
H -0.39 2.62 0.05
O 2.16 3.93 0.82
H 2.80 3.24 0.78
H 2.25 4.47 0.03
O -1.43 -2.31 -1.51
H -0.71 -2.88 -1.32
H -1.12 -1.55 -1.99
```

=====

[9]
15 unconnected molecules or ions with the total composition C6H34O15 at a distorted geometry. Source: OMol25; level of theory: ωB97M-V/def2-TZVPD.

For the max |F|, the calculation gives 3.351 eV/A. Its charge is 0. The spin multiplicity is 1. For the total energy, the calculation gives -37486.178 eV.

```
55
C6H34O15 | OMol25 | ωB97M-V/def2-TZVPD
C -1.14 -0.37 -3.33
C -2.48 -0.73 -3.37
C -3.20 -0.64 -2.18
C -2.62 -0.14 -1.02
O -3.34 -0.29 0.14
C -1.37 0.48 -1.10
C -0.65 0.43 -2.30
H -0.51 -0.26 -4.21
H -2.96 -0.97 -4.30
H -4.19 -1.07 -2.05
H -3.49 0.57 0.58
H -0.83 0.59 -0.17
H 0.38 0.69 -2.09
H -1.46 -0.65 1.80
H -2.47 -1.44 1.08
O -1.66 -1.58 1.63
H 1.08 4.26 -1.06
H 1.23 4.24 -2.60
O 1.73 4.18 -1.77
H 0.83 -4.57 1.51
H 1.46 -3.23 1.23
O 1.66 -4.17 1.23
H 1.42 -1.02 3.19
H 1.97 0.24 2.49
O 1.16 -0.18 2.81
H -1.64 0.48 3.55
H -0.29 0.59 3.02
O -1.05 1.20 3.27
H 1.42 3.89 2.27
H 2.13 4.33 1.00
O 1.67 4.67 1.77
H -0.10 2.23 0.13
H -0.95 3.43 0.00
O -0.08 3.11 -0.26
H -1.59 -3.70 0.78
H -0.89 -4.11 -0.52
O -1.18 -4.47 0.35
H 3.57 -1.93 1.31
H 2.94 -3.18 2.14
O 3.20 -2.24 2.14
H -1.04 -2.86 -2.83
H -0.34 -2.30 -1.70
O -0.92 -3.06 -1.89
H 3.17 1.12 -0.12
H 4.18 0.24 0.85
O 3.40 0.21 0.28
H -1.66 2.04 1.84
H -3.09 2.58 1.72
O -2.45 2.06 1.23
H 2.50 -0.96 -0.99
H 1.74 -2.06 -0.16
O 1.73 -1.55 -0.95
H 4.22 2.70 -1.19
H 2.68 3.03 -1.09
O 3.42 2.49 -0.70
```

=====

Copy entry 5 word for word.
10 unconnected molecules or ions with the total composition C6H34N2O9 at a distorted geometry. Source: OMol25; level of theory: ωB97M-V/def2-TZVPD.

As for the SMILES: CCC[C@@H](CN)NC.O.O.O.O.O.O.O.O.O. For the max |F|, the calculation gives 10.011 eV/A. Its charge is 0. The spin multiplicity is 1. As for the energy above the lowest of the compared OMol25 structures with the same formula, charge and spin: 637.1 kJ/mol. For the total energy, the calculation gives -28177.317 eV.

```
51
C6H34N2O9 | OMol25 | ωB97M-V/def2-TZVPD
C 2.38 -0.75 -3.97
C 1.99 -1.70 -2.88
C 1.11 -0.95 -1.92
C 0.95 -1.71 -0.64
C 2.07 -1.02 0.35
N 2.03 -1.35 1.82
N -0.42 -1.70 0.00
C -0.71 -2.78 0.90
H 3.17 0.01 -3.66
H 1.49 -0.21 -4.52
H 2.89 -1.32 -4.79
H 1.59 -2.70 -3.28
H 2.91 -1.96 -2.49
H 0.06 -0.59 -2.33
H 1.42 0.08 -1.99
H 1.22 -2.74 -0.90
H 1.91 0.01 0.46
H 3.03 -1.22 -0.03
H 2.45 -2.13 2.10
H 0.97 -1.26 2.00
H -0.37 -0.76 0.47
H -1.17 -2.59 1.82
H 0.26 -3.21 1.20
H -1.23 -3.55 0.36
O -0.17 1.83 -0.77
H -0.75 1.12 -0.55
H -0.46 2.48 -0.31
O -4.40 1.75 -0.86
H -4.36 2.20 -1.72
H -5.23 1.94 -0.49
O -3.97 -2.41 -2.15
H -3.50 -1.58 -1.94
H -4.14 -1.94 -2.97
O -0.18 0.21 2.96
H 0.79 0.36 2.92
H -0.77 0.99 3.05
O -2.88 0.99 -3.03
H -2.13 1.42 -3.35
H -2.62 0.61 -2.18
O 3.92 0.43 3.28
H 4.67 0.67 2.94
H 3.37 -0.23 2.70
O 1.97 2.34 3.35
H 2.33 1.44 3.26
H 2.30 2.72 4.08
O -3.03 2.01 1.62
H -3.24 2.07 0.61
H -3.21 2.85 1.90
O -1.68 4.03 2.82
H -0.75 4.14 2.96
H -1.86 3.69 3.77
```